(1)
94
Properties=species:S:1:pos:R:3:forces:R:3 method="wB97M-V/def2-TZVPD" homo_lumo_gap_ha=0.280 de_lowest_kcal_mol=0.00 total_charge=-1
Pd 0.10276 -0.20328 -0.13827 -0.93 0.22 -0.19
N 2.28635 -0.37716 0.69857 -1.02 0.49 -0.39
C 3.11454 0.80974 0.95451 -0.01 0.40 0.03
C 2.36643 1.99191 1.57583 -0.22 -0.39 0.13
C 1.90316 1.84508 3.04845 0.02 0.00 -0.23
C 0.41358 1.57359 3.28025 0.16 -0.08 0.03
N 0.04372 0.17608 3.06062 0.22 -0.05 -0.20
H 2.05918 -0.85645 1.56015 -0.17 -0.09 0.07
H 2.76418 -1.02950 0.08631 -0.12 -0.09 0.01
H 3.49480 1.12683 -0.01845 0.05 0.02 0.07
H 3.97616 0.56799 1.59348 0.00 -0.16 -0.10
H 1.50522 2.20386 0.93671 0.01 0.11 0.04
H 3.04549 2.84685 1.52162 0.01 -0.01 -0.08
H 2.11584 2.79137 3.55219 0.08 -0.03 0.08
H 2.49730 1.07707 3.56213 0.01 0.03 0.05
H -0.16611 2.18398 2.58639 -0.07 0.00 -0.01
H 0.15995 1.89031 4.30183 -0.01 0.14 -0.05
H -0.96362 0.08742 3.01476 0.01 -0.08 -0.11
H 0.37575 -0.41020 3.81760 -0.05 0.04 0.04
C -3.24828 2.01422 -5.05790 0.08 -0.03 0.23
C -2.70314 2.74420 -3.82794 -0.19 0.09 -0.42
C -3.01305 4.23258 -3.89982 0.11 -0.17 0.14
O -1.30161 2.51999 -3.74850 0.15 0.11 0.02
C -0.97913 1.69888 -2.62255 0.09 0.08 0.34
C -2.38768 1.20521 -2.18706 0.26 -0.23 0.16
O -3.26220 2.22496 -2.65337 0.03 0.16 0.26
C -2.78709 0.69960 -0.76198 -0.16 0.66 -0.23
O -1.98079 -0.34052 -0.37133 1.71 -0.37 -0.12
C -4.20205 0.09798 -0.99445 0.05 -0.15 0.13
C -4.28800 -1.24667 -1.34340 0.05 -0.04 -0.03
C -5.51914 -1.84290 -1.57291 -0.07 0.00 -0.02
C -6.68698 -1.10288 -1.45268 0.01 0.00 -0.03
C -6.60799 0.23771 -1.10516 -0.06 0.02 -0.02
C -5.37570 0.83557 -0.88028 0.02 -0.02 -0.06
C -2.95113 1.75309 0.35057 0.00 0.00 -0.03
C -3.03083 1.24973 1.64722 0.02 -0.09 0.04
C -3.28572 2.07228 2.73183 0.01 -0.03 0.02
C -3.49261 3.43116 2.53980 0.01 0.09 0.02
C -3.43229 3.94350 1.25375 -0.01 0.04 0.03
C -3.16503 3.11597 0.17023 -0.01 -0.11 0.01
C 0.03619 2.38078 -1.60397 -0.02 -0.08 -0.44
O -0.16054 1.88848 -0.32880 0.30 -0.91 0.35
C -0.10102 3.91262 -1.57510 -0.20 -0.05 0.12
C -0.39940 4.53334 -0.36815 0.03 -0.08 -0.04
C -0.47797 5.91610 -0.27240 0.02 0.08 0.00
C -0.24461 6.70572 -1.38749 -0.05 0.03 0.06
C 0.07885 6.09774 -2.59283 0.04 -0.02 -0.10
C 0.15778 4.71624 -2.68628 -0.15 0.06 0.05
C 1.50148 2.06112 -2.06592 -0.12 0.02 0.13
C 1.87829 0.77987 -2.47634 0.03 0.10 -0.23
C 3.19635 0.46871 -2.78064 -0.03 -0.02 -0.03
C 4.18498 1.43604 -2.68496 0.05 -0.05 -0.01
C 3.83522 2.70781 -2.26306 0.04 0.10 0.03
C 2.51618 3.01163 -1.94932 0.10 -0.11 0.05
H -2.75792 2.38750 -5.95662 0.00 -0.01 -0.02
H -4.32391 2.17643 -5.13023 -0.01 -0.01 -0.04
H -3.05384 0.94540 -4.96643 -0.02 -0.01 -0.04
H -2.60241 4.65028 -4.81897 -0.01 0.04 -0.01
H -2.56779 4.74342 -3.04839 0.01 0.02 0.03
H -4.09370 4.37733 -3.88289 0.00 0.00 -0.05
H -0.46351 0.83024 -3.02182 -0.05 -0.07 0.04
H -2.54915 0.31012 -2.80605 0.02 -0.01 0.07
H -3.37303 -1.81969 -1.41943 -0.01 0.04 0.03
H -5.56897 -2.89100 -1.84408 0.03 0.00 0.01
H -7.65037 -1.56403 -1.63542 0.00 -0.01 0.03
H -7.51562 0.82170 -1.00377 0.02 0.02 -0.01
H -5.33032 1.88491 -0.62233 0.00 0.00 0.04
H -2.91677 0.18082 1.78013 0.08 -0.02 -0.01
H -3.33747 1.65283 3.73046 -0.02 -0.02 0.00
H -3.70949 4.07932 3.38076 0.02 0.00 0.00
H -3.59563 5.00207 1.08468 0.02 0.00 -0.01
H -3.13183 3.54031 -0.81898 0.02 0.02 -0.09
H -0.56090 3.90235 0.49335 -0.04 0.01 0.02
H -0.71151 6.37659 0.68080 -0.02 -0.01 0.00
H -0.30952 7.78532 -1.31952 0.02 0.00 0.00
H 0.27688 6.70817 -3.46664 0.00 -0.03 -0.01
H 0.42851 4.26020 -3.62688 -0.01 -0.04 -0.04
H 1.14748 -0.00390 -2.61120 -0.07 -0.06 0.12
H 3.43636 -0.53590 -3.10844 0.01 0.00 0.02
H 5.21192 1.20104 -2.93773 0.00 0.00 0.01
H 4.59319 3.47828 -2.17778 -0.01 -0.01 0.02
H 2.28218 4.01030 -1.60855 0.03 -0.02 0.01
F -0.61357 -7.69509 1.21663 -0.03 -0.17 0.05
C -0.34902 -6.48760 0.71257 0.04 0.27 -0.09
C -1.33470 -5.76551 0.06263 0.01 -0.10 0.05
F -2.55570 -6.29638 -0.07118 -0.10 -0.05 0.00
C -1.05545 -4.51570 -0.45145 0.42 0.27 0.04
F -2.02871 -3.87431 -1.08990 -0.19 -0.03 -0.04
C 0.20862 -3.91801 -0.34017 -0.31 -0.71 0.50
S 0.58679 -2.41084 -1.08800 0.18 1.00 -0.18
C 1.17422 -4.68305 0.32701 -0.30 0.34 -0.22
F 2.40896 -4.19435 0.47965 0.18 -0.05 0.09
C 0.91424 -5.93852 0.83568 -0.05 -0.10 0.03
F 1.87956 -6.63707 1.44920 0.06 -0.05 0.08

(2)
93
Properties=species:S:1:pos:R:3:forces:R:3 method="wB97M-V/def2-TZVPD" homo_lumo_gap_ha="0.290 / 0.236" multiplicity=6
Ru 0.43127 -0.59544 -0.00839 -0.25 -0.32 0.25
C 3.56828 -1.04705 3.79272 0.04 0.01 0.01
C 3.57970 0.30245 3.12844 0.01 -0.04 0.00
C 4.64723 1.15614 3.38561 0.00 -0.04 0.03
C 4.77723 2.36867 2.73472 -0.01 -0.01 0.01
C 3.84603 2.70828 1.76979 0.00 0.03 -0.03
C 2.76244 1.88632 1.48585 -0.08 -0.02 0.02
C 1.85496 2.27190 0.35424 0.04 0.02 0.20
C 2.58124 0.69789 2.21568 0.22 0.07 0.05
N 1.48281 -0.16448 1.98032 -0.29 -0.08 -0.31
C 0.83820 -0.65557 3.06097 0.06 0.09 -0.08
O 0.84651 -0.22683 4.20968 -0.02 0.02 0.11
C 0.01557 -1.88297 2.76755 -0.05 -0.03 -0.01
C -0.52964 -2.68571 3.75233 0.00 -0.02 0.07
C -1.26483 -3.79649 3.35784 0.00 -0.02 0.04
C -1.46129 -4.05906 2.01012 -0.04 -0.07 0.01
C -0.90597 -3.18890 1.09022 0.02 -0.01 0.05
N -0.17564 -2.15918 1.48705 -0.08 0.15 -0.10
C -1.13550 -3.28927 -0.39405 0.12 0.02 -0.12
O -1.78585 -4.22430 -0.84135 -0.07 -0.03 -0.04
N -0.58253 -2.26887 -1.08195 -0.31 0.11 0.38
C -0.92670 -2.17508 -2.45849 0.54 -0.18 -0.24
C -0.06743 -2.75448 -3.41095 -0.08 -0.10 0.28
C 0.99693 -3.71600 -2.93806 -0.12 0.15 -0.15
C -0.31411 -2.53964 -4.76035 -0.07 -0.11 0.07
C -1.41525 -1.79652 -5.16199 0.00 0.00 -0.06
C -2.30724 -1.32477 -4.21508 -0.09 0.08 -0.03
C -2.09435 -1.52709 -2.85484 0.06 0.12 0.05
C -3.12464 -1.12616 -1.84192 -0.08 -0.05 -0.02
H 4.58461 -1.33820 4.05626 0.01 0.00 0.01
H 3.16176 -1.81045 3.12429 0.00 0.00 0.01
H 2.95805 -1.04557 4.69686 0.03 0.00 -0.01
H 5.39773 0.84529 4.10424 -0.01 0.00 -0.02
H 5.61209 3.02330 2.94999 -0.01 0.00 0.00
H 3.95717 3.63132 1.21101 0.00 -0.02 0.01
H 2.22357 3.17048 -0.13930 -0.01 -0.01 -0.05
H 0.82741 2.45160 0.65829 0.00 0.00 0.07
H 1.84720 1.46531 -0.38060 0.01 0.05 -0.16
H -0.37059 -2.42837 4.78991 0.00 0.01 -0.02
H -1.69635 -4.45063 4.10460 0.00 0.00 0.00
H -2.04405 -4.89690 1.65456 0.01 0.01 -0.01
H 0.51392 -4.61638 -2.55304 -0.02 -0.02 0.00
H 1.57450 -3.29786 -2.11725 0.11 0.00 0.04
H 1.65834 -4.01795 -3.75367 0.01 0.07 0.01
H 0.33840 -2.99378 -5.49994 -0.05 -0.01 0.00
H -1.60012 -1.61910 -6.21431 0.00 -0.01 0.01
H -3.19522 -0.78928 -4.53260 0.02 -0.02 0.01
H -3.83608 -0.42553 -2.27438 -0.03 0.02 -0.01
H -2.68834 -0.68084 -0.94969 0.03 -0.04 -0.03
H -3.67492 -2.01427 -1.51610 0.00 0.03 0.00
O -1.69041 0.28303 1.34578 0.06 0.15 -0.18
C -2.12750 1.56591 0.86792 -0.02 0.07 -0.05
C -1.65648 1.66896 -0.61490 -0.27 0.03 0.31
O -2.16996 2.48735 -1.34542 0.14 -0.07 -0.06
O -0.68050 0.88188 -0.95016 0.44 -0.14 -0.10
C -1.43778 2.70201 1.63092 0.00 0.03 0.04
C -1.62110 4.01763 1.20462 0.00 0.01 0.03
C -0.99315 5.06005 1.86672 -0.01 -0.01 -0.02
C -0.18334 4.80786 2.96904 -0.01 -0.02 0.00
C -0.01605 3.50555 3.40820 0.01 -0.01 0.00
C -0.64256 2.45649 2.74374 0.02 0.03 -0.02
C -3.64363 1.65107 1.05942 0.03 0.01 0.08
C -4.56624 1.51424 0.03048 -0.02 0.01 0.03
C -5.92870 1.50647 0.30705 0.04 0.00 -0.03
C -6.38543 1.63301 1.60898 0.01 0.00 0.02
C -5.47023 1.78176 2.64259 0.01 0.00 0.00
C -4.11229 1.79828 2.36672 -0.01 -0.02 -0.05
H -1.89044 0.23748 2.28941 -0.03 -0.11 -0.01
H -2.24313 4.21239 0.34060 0.00 0.00 0.01
H -1.13376 6.07635 1.51833 0.00 -0.03 0.01
H 0.31041 5.62408 3.48123 0.00 -0.01 -0.01
H 0.61714 3.28490 4.25868 -0.01 0.00 -0.02
H -0.45476 1.45436 3.10295 -0.01 0.03 -0.01
H -4.22540 1.44270 -0.98980 -0.01 -0.01 -0.02
H -6.63566 1.40431 -0.50736 0.02 0.00 0.02
H -7.44789 1.62551 1.81800 0.02 0.00 0.00
H -5.81282 1.89591 3.66376 0.01 0.00 -0.02
H -3.40745 1.94728 3.17893 -0.02 -0.01 -0.02
S 2.80366 -1.24860 -0.63009 0.13 0.19 -0.09
C 3.00158 -0.90336 -2.30223 -0.24 0.01 0.00
N 2.40846 0.13759 -2.87956 0.11 -0.05 0.00
C 2.49271 0.44339 -4.30531 -0.06 -0.01 -0.03
C 2.77103 -0.83482 -5.07243 0.02 -0.04 -0.02
C 3.98262 -1.52601 -4.47391 -0.03 -0.02 0.02
N 3.76772 -1.70124 -3.03927 0.12 0.01 -0.10
H 1.88922 0.75343 -2.27556 -0.14 0.04 -0.04
H 3.27944 1.18118 -4.48226 0.01 0.02 0.03
H 1.54331 0.87858 -4.61115 -0.04 0.00 0.03
H 2.95209 -0.60756 -6.12187 0.01 0.02 -0.01
H 1.90226 -1.49290 -5.00869 0.09 0.09 0.01
H 4.89043 -0.94427 -4.64968 0.03 0.01 0.02
H 4.12320 -2.51189 -4.91299 0.02 -0.02 0.01
H 4.15483 -2.50034 -2.56619 -0.02 -0.01 0.00